# 1
Here is a structure of composition C2H6NO5P from OMol25. Energies are from ωB97M-V with the def2-TZVPD basis set.

Computed properties:
Orbital gap = 0.1986 Eh
Total charge = -2
HOMO = 1.52 eV
Energy relative to the best compared isomer or geometry (same formula, charge and spin) = 74.4 kJ/mol

XYZ file:
```
15
Properties=species:S:1:pos:R:3:forces:R:3:nbo_charge:R:1
C -0.44907 0.75075 1.18421 -0.206 0.102 -0.778 -0.155
C -1.03642 -0.93971 -1.73075 0.360 -1.782 0.295 -0.281
H -0.65026 -0.27398 1.15906 -0.174 -1.880 0.635 0.168
H -1.67070 -1.68029 -1.02900 0.436 1.575 -1.363 0.103
O 2.70550 0.68135 -0.02155 0.175 0.191 0.826 -1.135
O 1.91480 0.22594 2.45565 0.742 0.107 0.051 -1.183
O -1.23819 1.36829 0.25760 -1.292 1.616 0.602 -0.519
N -0.64873 1.35451 -1.06727 0.660 -0.026 -0.326 -0.293
P 1.94210 -0.09875 0.99553 1.539 -0.706 -0.209 2.409
H -0.06459 -0.96249 -1.18075 -0.121 -0.320 -1.043 0.233
H 0.57440 0.87329 0.87989 0.208 0.929 -1.051 0.072
O -1.41686 0.40502 -1.79679 -1.581 -0.568 -0.929 -0.519
O 1.42000 -1.41515 0.57395 -0.086 -0.955 -0.031 -1.176
H -0.33073 1.15089 2.16828 -0.924 0.639 0.843 0.171
H -1.05126 -1.43966 -2.84805 0.265 1.078 2.477 0.105
```
Positions in Å, forces in eV/Å.

# 2
Here is the ion C2H6NOS with charge +1 from OMol25. Energies are from ωB97M-V with the def2-TZVPD basis set.

Computed properties:
Orbital gap = 0.3551 Eh
Total charge = +1
HOMO = -14.82 eV
Energy relative to the best compared isomer or geometry (same formula, charge and spin) = 122.1 kJ/mol

XYZ file:
```
11
Properties=species:S:1:pos:R:3:forces:R:3:nbo_charge:R:1
C -0.83449 -0.60511 0.23418 2.552 1.284 -0.541 -0.013
S -2.47686 -0.16151 0.07537 0.290 -0.593 -0.232 0.267
H -0.43408 -1.52748 0.71793 -0.658 0.761 -0.406 0.269
H -0.27969 2.23517 -0.62556 0.270 -3.437 -0.529 0.522
H 1.66639 0.04023 1.15072 0.081 -0.148 -1.252 0.243
N 0.14344 0.23694 -0.20363 -4.121 -0.768 0.770 -0.014
H 1.80773 -0.93952 -0.38159 0.202 0.562 0.150 0.249
H 2.21316 0.81793 -0.32872 -0.546 0.228 -0.537 0.275
C 1.53461 0.05073 0.02477 1.463 -1.391 2.138 -0.464
O -0.31812 1.23619 -1.01093 -0.011 3.084 0.300 -0.520
H -3.02208 -1.38357 0.34747 0.479 0.419 0.138 0.186
```
Positions in Å, forces in eV/Å.

# 3
Here is an isolated molecule of C2H6NP from OMol25. Energies are from ωB97M-V with the def2-TZVPD basis set.

Computed properties:
Orbital gap (spin up / spin down) = 0.3014 / 0.3142 Eh
HOMO (spin up / spin down) = -9.32 / -8.95 eV
SMILES string = [H]/P=N/CC
Energy relative to the best compared isomer or geometry (same formula, charge and spin) = 273.5 kJ/mol

XYZ file:
```
10
Properties=species:S:1:pos:R:3:forces:R:3:nbo_charge:R:1
P 0.06692 0.55846 2.43717 -0.620 -0.308 -5.356 0.454
C -0.25264 -0.82589 -0.33928 3.580 -1.182 -2.777 -0.631
H -0.75625 1.11310 -1.09947 0.645 0.528 0.664 0.223
H 0.94499 1.44470 2.81715 1.918 2.016 1.328 -0.089
C 0.10254 0.65181 -0.55724 -0.188 -1.457 -0.755 -0.326
N 0.60878 1.27592 0.60558 -1.503 -0.542 4.436 -0.481
H -0.44976 -1.38992 -1.30958 -0.440 1.009 0.997 0.215
H -1.02779 -0.97448 0.36572 -0.404 -0.431 0.878 0.214
H 0.82476 -1.26320 -0.16858 -2.315 0.237 0.890 0.214
H 1.00184 0.67971 -1.20883 -0.674 0.129 -0.304 0.208
```
Positions in Å, forces in eV/Å.

# 4
Here is a cluster of 2 separate species, C2H6NS in total from OMol25. Energies are from ωB97M-V with the def2-TZVPD basis set.

Computed properties:
Orbital gap = 0.2541 Eh
Total charge = -1
HOMO = -2.76 eV
Energy relative to the best compared isomer or geometry (same formula, charge and spin) = 39.3 kJ/mol

XYZ file:
```
10
Properties=species:S:1:pos:R:3:forces:R:3:nbo_charge:R:1
H 1.50620 -0.85259 -1.69318 -0.043 -0.095 -0.031 0.091
S 2.57761 -0.14439 -1.31535 0.268 0.095 -0.140 -1.008
H 0.23079 1.92201 0.94239 0.456 0.031 -0.122 0.351
N 0.14991 1.17430 0.27619 -0.465 0.530 0.286 -0.867
C -1.08012 -0.90441 0.05592 -0.657 0.022 0.133 -0.563
C -0.65890 0.16706 0.72955 0.215 -0.101 -0.158 0.035
H -0.98976 0.25790 1.76311 0.050 0.105 0.036 0.151
H 0.97136 0.98697 -0.33410 -0.218 -0.263 0.176 0.438
H -1.73484 -1.58231 0.58311 0.008 -0.212 -0.056 0.175
H -0.97224 -1.02456 -1.00765 0.387 -0.112 -0.125 0.197
```
Positions in Å, forces in eV/Å.

Question: energy relative to the best compared isomer or geometry (same formula, charge and spin) of number 3 (C2H6NP)?
Answer: 273.5 kJ/mol